# C3H5P3

A single C3H5P3 molecule at a distorted geometry (wB97M-V/def2-TZVPD, the OMol25 dataset).

Structure (ORCA input):
```
! RIJCOSX wB97M-V def2-TZVPD def2/J DEFGRID3
* xyz 0 3
C -0.43704 0.32682 0.35276
C 0.86255 0.30327 0.13101
C 2.10517 -0.51391 0.05025
P -1.82924 -0.74229 0.59986
P 0.22098 1.98747 -0.16033
P -3.58862 -0.19570 -0.18612
H 2.61594 -0.06299 -0.84207
H 2.68733 -0.27216 0.98364
H 1.81931 -1.60477 0.04199
H -0.13583 1.95975 -1.63652
H -4.32056 -1.18550 0.66552
*
```

## Properties
- LUMO (alpha / beta): 0.9 / -2.8 eV
- Energy relative to the best compared isomer or geometry (same formula, charge and spin): 147.3 kJ/mol
- HOMO level (alpha / beta): -6.7172 / -8.5913 eV

Here are the Mulliken charges for atoms 1 to 6, given in e: number 1, C, carries -0.185; number 2, C, carries 0.288; number 3, C, carries -0.694; number 4, P, carries 0.017; number 5, P, carries -0.160; number 6, P, carries -0.109

---

# C28H33N7O5SSeTc

A molecular structure, C28H33N7O5SSeTc (wB97M-V/def2-TZVPD, the OMol25 dataset).

Structure (ORCA input):
```
! RIJCOSX wB97M-V def2-TZVPD def2/J DEFGRID3
* xyz 2 2
Tc -0.15896 0.18128 0.60928
O 2.23661 -0.90558 -2.40350
C 1.38344 -0.91786 -1.57809
O 1.29558 -0.01274 -0.56840
C 0.24292 -1.88445 -1.47413
C -0.02438 -2.97349 -2.28218
C -1.15613 -3.73083 -1.98756
C -1.98019 -3.38543 -0.91926
C -1.64343 -2.26905 -0.17767
N -0.55900 -1.56092 -0.46964
C -2.36686 -1.68173 0.99573
O -3.37879 -2.04687 1.48282
O -1.63874 -0.60805 1.46642
H 0.62193 -3.19257 -3.12061
H -1.39814 -4.59186 -2.59568
H -2.86209 -3.95688 -0.66261
N 0.73428 2.00430 1.33337
C 0.44076 3.26245 0.57885
C -0.92990 3.80692 0.94746
C -2.06992 2.79103 0.96854
C -2.42078 2.12558 -0.35133
N -1.39115 1.14515 -0.84123
H 0.50971 2.14015 2.32127
H 1.74077 1.83528 1.32457
H 0.52843 3.02642 -0.48097
H 1.20734 4.00136 0.81138
H -1.16551 4.61110 0.24781
H -0.87130 4.27291 1.93455
H -2.96950 3.30849 1.30660
H -1.90543 2.02318 1.73801
H -2.56861 2.87476 -1.13113
H -3.35580 1.58026 -0.22932
H -0.81304 1.61493 -1.57800
H -1.89189 0.43658 -1.37557
Se 0.09505 -1.68853 3.48572
N 0.97926 -0.79778 2.16791
C 2.28243 -0.84876 2.43902
C 3.35024 -0.27835 1.68016
C 4.61918 -0.43012 2.13833
C 4.93287 -1.14138 3.34459
C 3.95956 -1.70756 4.08873
C 2.60092 -1.57392 3.65493
N 1.58040 -2.07790 4.31450
H 3.16387 0.22363 0.74240
H 5.43527 -0.00764 1.56651
H 5.96797 -1.22299 3.64542
H 4.16054 -2.25576 4.99834
C -4.12870 1.43405 -7.38167
C -3.27269 2.10545 -6.31578
C -1.88384 1.48928 -6.26245
N -1.06950 2.18165 -5.25917
C -0.15174 1.71453 -4.42926
S 0.38146 2.66742 -3.10881
N 0.36077 0.46334 -4.54618
C 0.35045 -0.55674 -5.55525
O 0.24366 -1.69526 -5.16749
C 0.58006 -0.15604 -6.95256
C 1.25584 1.02291 -7.26276
C 1.47857 1.35426 -8.58899
C 1.01807 0.51779 -9.59796
C 0.35208 -0.66275 -9.28779
C 0.14270 -1.00827 -7.96503
H -5.11977 1.88180 -7.42247
H -4.25176 0.36922 -7.17658
H -3.67638 1.53597 -8.36892
H -3.74755 2.01964 -5.33461
H -3.18090 3.17367 -6.53442
H -1.40622 1.54715 -7.24120
H -1.95224 0.43434 -5.98870
H -1.32314 3.14119 -5.06990
H 0.95661 0.20845 -3.77112
H 1.62764 1.66767 -6.47624
H 2.01583 2.25934 -8.83711
H 1.18744 0.78250 -10.63320
H 0.00535 -1.31336 -10.07884
H -0.36277 -1.92816 -7.70230
*
```

## Properties
- LUMO (alpha / beta): -7.9 / -7.6 eV
- Energy relative to the best compared isomer or geometry (same formula, charge and spin): 0.2 kJ/mol
- HOMO level (alpha / beta): -13.5485 / -13.5468 eV

Here are the Mulliken charges for atoms 1 to 6, given in e: number 1, Tc, carries 0.305; number 2, O, carries -0.575; number 3, C, carries -0.034; number 4, O, carries -0.200; number 5, C, carries 1.133; number 6, C, carries -0.805

---

# C21H36N7O7PS2TeTi

A molecular structure, C21H36N7O7PS2TeTi at a distorted geometry (wB97M-V/def2-TZVPD, the OMol25 dataset).

Structure (ORCA input):
```
! RIJCOSX wB97M-V def2-TZVPD def2/J DEFGRID3
* xyz -1 2
Ti 0.74665 0.17726 -0.74015
C 1.00679 1.06161 5.44502
C 0.71671 2.01985 4.29620
N -0.41388 1.62000 3.49470
C -0.35758 0.65325 2.53527
S -1.82171 0.08536 1.88521
N 0.87337 0.18726 2.30988
N 1.09572 -0.50797 1.16555
C 2.08615 -1.35634 1.27801
C 2.73429 -1.57359 2.60504
C 2.47437 -2.03877 0.04707
C 3.50479 -2.98178 -0.04297
C 3.77638 -3.56692 -1.26123
C 3.02728 -3.21028 -2.37631
C 2.02831 -2.27154 -2.21297
N 1.74023 -1.72625 -1.03457
H 1.88461 1.38354 6.00722
H 1.19571 0.06405 5.05117
H 0.16145 1.00638 6.13321
H 1.58410 2.07627 3.63840
H 0.51943 3.02639 4.67351
H -1.34577 1.81192 3.82520
H 1.97729 -1.79546 3.35794
H 3.22968 -0.65630 2.93144
H 3.46137 -2.38114 2.57873
H 4.08992 -3.22765 0.82856
H 4.57820 -4.29025 -1.34721
H 3.22998 -3.62094 -3.35402
H 1.43279 -1.91428 -3.04567
C 1.10581 4.84858 1.92513
C 1.54040 4.26416 0.59745
O 0.46580 4.41425 -0.33962
P -0.27912 3.20522 -1.04195
O 0.23809 1.93089 -0.30974
Te -0.69872 3.62414 -3.33362
O -1.71474 3.19312 -0.31287
C -2.80542 4.05360 -0.57065
C -4.02721 3.43439 0.07418
H 1.87254 4.67378 2.68229
H 0.18149 4.37342 2.25033
H 0.93359 5.92166 1.84394
H 1.81266 3.21224 0.69030
H 2.39600 4.79221 0.17530
H -2.94075 4.17816 -1.65215
H -2.58985 5.03917 -0.14447
H -4.12380 2.39522 -0.23930
H -4.92689 3.97827 -0.21762
H -3.94878 3.44105 1.16120
O 2.70543 0.72440 -0.83833
S 2.54226 1.34437 -2.23501
O 2.38997 2.77328 -2.11359
O 1.18008 0.66447 -2.58974
O 3.55801 0.89319 -3.15007
C -2.08475 -4.75863 -0.71199
C -0.86588 -4.15370 -0.03766
N -0.94042 -2.72231 -0.16586
C -1.36003 -2.07264 -1.27042
N -1.03117 -0.82241 -1.44304
C -1.74531 -0.01362 -2.44126
C -2.98643 -0.69915 -2.98216
C -2.60208 -2.11766 -3.35002
N -2.15912 -2.78086 -2.13966
C -2.15171 -4.23067 -2.13293
H -2.98032 -4.44492 -0.17159
H -2.03710 -5.84871 -0.71344
H 0.05707 -4.54903 -0.49010
H -0.84324 -4.39707 1.02583
H -0.53053 -2.12050 0.54134
H -1.05921 0.23761 -3.25794
H -2.01310 0.93528 -1.96738
H -3.36578 -0.15065 -3.84486
H -3.76987 -0.73503 -2.22025
H -1.81061 -2.10805 -4.11362
H -3.44543 -2.68753 -3.74953
H -1.29698 -4.61806 -2.71079
H -3.06149 -4.56859 -2.63627
*
```

## Properties
- LUMO (alpha / beta): 2.2 / 2.0 eV
- Energy relative to the best compared isomer or geometry (same formula, charge and spin): 129.9 kJ/mol
- HOMO level (alpha / beta): -3.9750 / -3.9803 eV

Here are the Mulliken charges for atoms 1 to 6, given in e: number 1, Ti, carries -0.888; number 2, C, carries -1.199; number 3, C, carries -0.276; number 4, N, carries -0.091; number 5, C, carries 0.092; number 6, S, carries -0.510

---

# C23H20BrMgN4O

A molecular structure, C23H20BrMgN4O (wB97M-V/def2-TZVPD, the OMol25 dataset).

Structure (ORCA input):
```
! RIJCOSX wB97M-V def2-TZVPD def2/J DEFGRID3
* xyz 1 1
Mg -0.44962 -0.22980 -0.28545
C -1.18276 -2.27367 2.13064
C -1.13704 -3.12286 1.02951
C -1.98751 -2.90757 -0.05181
C -2.86687 -1.82443 -0.04837
C -2.88886 -0.95436 1.04182
C -2.06371 -1.19874 2.13901
H -0.54533 -2.45890 2.98605
H -0.46811 -3.97430 1.02700
H -1.99378 -3.61277 -0.87151
H -3.56663 -1.68838 -0.86114
H -3.60181 -0.14028 1.07170
H -2.10940 -0.54703 2.99926
O 0.13782 2.72314 -2.97013
C -0.28467 1.82784 -2.25101
N 0.06396 1.50772 -0.99196
C 1.40807 1.90896 -0.61232
C 2.24207 0.67553 -0.27977
C 3.60452 0.78623 -0.02467
C 4.33903 -0.34230 0.27186
C 3.70372 -1.58041 0.30793
C 2.35439 -1.62269 0.05341
N 1.62598 -0.52464 -0.23332
C -1.24966 0.83002 -2.87517
C -1.94535 1.16148 -4.02254
C -2.63824 0.17344 -4.69463
C -2.58163 -1.12938 -4.21611
C -1.88240 -1.37654 -3.05465
N -1.24364 -0.41957 -2.36187
H 1.43962 2.58815 0.24748
H 1.88999 2.44538 -1.43192
H 4.07203 1.76248 -0.07452
H 5.40130 -0.26844 0.46701
H 4.24707 -2.48945 0.52717
H 1.81688 -2.56423 0.06775
H -1.89150 2.17863 -4.38403
H -3.19246 0.40417 -5.59518
H -3.06729 -1.94310 -4.73678
H -1.81956 -2.38179 -2.66282
Br 2.05887 3.74330 4.92894
C 1.23186 2.56419 3.73100
C 0.17330 2.99358 2.95183
C -0.38759 2.08952 2.06891
N 0.03355 0.82607 1.93592
C 1.04876 0.43148 2.71298
C 1.68168 1.25753 3.62102
H -0.20395 4.00386 3.02129
H -1.20184 2.39802 1.42285
H 1.37504 -0.59827 2.60405
H 2.50168 0.89319 4.22532
*
```

## Properties
- LUMO: -2.6 eV
- HOMO level: -11.5297 eV

Here are the Mulliken charges for atoms 1 to 6, given in e: number 1, Mg, carries 0.932; number 2, C, carries -0.282; number 3, C, carries -0.605; number 4, C, carries -0.321; number 5, C, carries -0.581; number 6, C, carries -0.537

---

# C8H6BrO5S

A molecular structure, C8H6BrO5S at a distorted geometry (wB97M-V/def2-TZVPD, the OMol25 dataset).

Structure (ORCA input):
```
! RIJCOSX wB97M-V def2-TZVPD def2/J DEFGRID3
* xyz -1 1
C -3.20164 -0.09606 0.10188
C -2.25415 0.91084 0.21147
C -2.81968 -1.37073 -0.28691
C -0.92177 0.66240 -0.06299
C -1.49507 -1.63294 -0.57245
C -0.54189 -0.61549 -0.46936
C 0.82050 -0.96491 -0.78932
C 2.20116 -0.19401 0.50664
O 4.05741 1.28896 -0.74069
O 1.28716 -1.66551 -1.62473
O 1.69848 1.89829 -0.96682
O 2.81206 2.15238 1.18999
O 1.67845 0.01537 1.72667
S 2.77167 1.43194 -0.09995
Br 3.63107 -1.45607 0.44120
H -4.24131 0.11285 0.31248
H -2.55873 1.90063 0.51402
H -3.56005 -2.15413 -0.38159
H -0.16990 1.43770 -0.03776
H -1.18015 -2.61901 -0.88237
H 1.98636 0.95754 1.91056
*
```

## Properties
- LUMO: 3.0 eV
- Energy relative to the best compared isomer or geometry (same formula, charge and spin): 0.0 kJ/mol
- HOMO level: -5.1796 eV

Here are the Mulliken charges for atoms 1 to 6, given in e: number 1, C, carries -0.367; number 2, C, carries -0.708; number 3, C, carries -0.414; number 4, C, carries -0.111; number 5, C, carries -0.654; number 6, C, carries 0.664

---

How do the records compare in E? In the order shown, they have -31052.9782 -128608.6059 -108501.4456 -107668.6052 -99509.4240 eV.